DFT (ωB97M-V with the def2-TZVPD basis set) results for an isolated molecule of C4H10N2O2 in a non-equilibrium geometry.

Last column: Mulliken charge in e.
CARTESIAN COORDINATES (ANGSTROEM)
O  2.630  0.328  2.116  -0.600
O  0.443  0.533  2.027  -0.517
N  0.401  0.846  -0.661  -0.301
N  -1.918  -0.133  0.594  -0.579
C  -0.394  -0.167  -1.325  -0.678
C  1.634  0.418  1.452  0.478
C  1.661  0.413  -0.078  -0.460
C  -1.073  -1.004  -0.278  -0.527
H  -2.726  -0.648  0.920  0.234
H  -0.367  0.511  1.473  0.470
H  0.546  1.668  -1.223  0.267
H  0.187  -0.832  -1.987  0.314
H  -0.350  -1.478  0.386  0.256
H  -2.315  0.626  0.050  0.192
H  1.933  -0.619  -0.329  0.225
H  2.476  1.049  -0.389  0.416
H  -1.699  -1.788  -0.683  0.400
H  -1.069  0.279  -2.066  0.410

structure (SMILES)	NCCNCC(=O)O
net charge	0
Kohn-Sham gap	9.94	eV
LUMO level	0.69	eV
electronic energy	-11385.4734	eV
HOMO	-0.3401	Eh
energy above the lowest of the compared OMol25 structures with the same formula, charge and spin	137.9	kJ/mol